[1]
The following is a DFT calculation (ωB97M-V/def2-TZVPD) of a structure of composition C33H24IrN3O10P in a non-equilibrium geometry.

Structure (XYZ):
```
72
Properties=species:S:1:pos:R:3
H -4.56539 -0.42873 4.56796
H 0.47832 5.58651 4.39019
H -2.26838 2.00839 0.63179
H -2.29518 -0.75162 -1.34846
C 3.84439 0.92170 -5.44717
O -4.50569 -0.82409 -3.06287
C -2.19441 -2.90365 -1.12042
H -2.57099 -0.02421 5.95890
O -5.31428 -2.85932 -3.73521
C 3.21045 -1.34567 1.31209
O 1.54748 -1.43333 -6.69990
C 3.98828 1.74882 -4.34319
H -0.49034 0.80495 4.92147
H -5.16981 -1.21279 -4.97102
H -6.43921 -1.13300 -3.70588
H 3.20431 2.38201 -2.44774
C 1.02451 0.82579 -2.23332
O -0.25054 -3.80122 -0.09242
O -0.05044 0.18172 -2.32585
C 2.25628 2.85087 5.27954
H 4.08182 -1.34196 0.67437
H 2.27180 0.98110 4.22623
C 1.79614 0.05916 -4.47860
N 5.14233 2.63932 -4.26188
C -2.73531 -1.70982 -1.59264
C 0.96452 2.42440 3.31383
H -2.23742 -5.03510 -1.11811
C -5.41586 -1.46713 -3.92685
H -0.22631 4.05393 2.58914
H 2.94853 2.50850 6.03266
C 0.86124 4.57941 4.36054
H 2.64148 0.66373 0.81348
C -1.37285 0.63798 4.32123
C -3.76692 -4.24247 -2.39351
C -1.00266 -2.85580 -0.15711
O -0.97039 -1.78152 0.53506
H 1.53354 -3.35578 3.45925
C 1.75362 4.14124 5.32783
C 2.89312 -2.47059 2.06024
H 3.51084 -3.35110 1.98887
C -3.63459 0.21599 2.75636
C 3.06624 1.74226 -3.30761
O 5.85992 2.69743 -5.22730
H -4.52110 0.05687 2.15922
C 1.25182 -0.24080 2.18701
N 2.58232 -0.81464 -6.63566
C -3.79965 -1.80856 -2.45534
O 3.49392 -0.86985 -7.42126
C -3.66188 -0.04882 4.11688
H -3.22196 0.69262 0.27855
C -2.46978 0.69158 2.16796
H 4.57653 0.92788 -6.24460
C 2.74183 0.08066 -5.49409
H -4.15007 -5.19287 -2.72447
C 2.39683 -0.22995 1.37298
C -4.30786 -3.06062 -2.86031
N -2.39675 1.00848 0.78136
C 0.46605 3.72322 3.35139
H 0.95197 -0.61413 -4.53035
C 1.77224 -2.47811 2.87820
O 1.32783 1.37702 -1.14570
C -2.54291 0.18053 4.90128
H 2.05471 4.80416 6.12290
C 1.87743 1.98738 4.26810
O 5.28643 3.24522 -3.22770
P 0.23597 1.27651 2.10847
C -1.32657 0.87014 2.95321
C -2.70487 -4.14411 -1.50535
H 0.05167 -1.40020 3.55020
C 1.96540 0.89589 -3.38102
C 0.93873 -1.37631 2.93481
Ir -0.27050 0.13451 -0.03068
```

Output
- Kohn-Sham gap (alpha / beta) (eV) = 4.100 / 4.506
- E_tot (Ha) = -2633.7834
- total charge = +1
- HOMO energy (alpha / beta) (Eh) = -0.36885 / -0.36887
- LUMO energy (alpha / beta) (hartree) = -0.218 / -0.203

These are the Mulliken partial charges, in e, on atoms 1 to 5: atom 1 (H): 0.42, atom 2 (H): 0.42, atom 3 (H): 0.28, atom 4 (H): 0.53, atom 5 (C): -0.24

***

[2]
The following is a DFT calculation (ωB97M-V/def2-TZVPD) of a structure of composition C33H25AsMnNO4STe in a non-equilibrium geometry.

Structure (XYZ):
```
67
Properties=species:S:1:pos:R:3
C 3.96576 1.37898 -2.69290
H 1.23732 7.30596 -1.81161
H 1.52380 -0.14569 4.18111
H 2.66137 -5.37998 2.32701
C 4.27977 1.50378 -1.34961
H -2.64409 -7.17876 3.81924
C -2.55808 1.04209 -2.05004
H 3.54928 2.00553 0.60992
C -0.76567 -7.60163 2.87134
C -1.88326 -0.30632 -2.28686
H -1.08655 -2.96033 1.95548
H 2.19962 4.38370 2.29294
Mn -0.95535 0.91320 0.09136
Te 1.61960 -2.94169 1.72768
H 4.71901 1.04279 -3.38833
H 3.20757 3.77871 4.48968
H 1.72699 4.88944 -1.55402
H -0.89305 -8.67194 2.90248
H 2.02093 -5.45439 0.69310
C 2.04152 2.25293 -0.90105
C 0.69354 6.71973 -1.08778
C -2.32472 -1.19178 -3.25769
H -2.36228 -4.73490 3.68317
H 0.46780 -1.98074 -0.74871
C -0.72000 5.23071 0.77888
S 0.05509 0.04776 1.69815
H 2.45497 1.58202 -4.19415
C 2.43321 1.78265 4.46415
H 1.15894 -7.71435 1.93795
O -2.16736 -3.18631 -5.46383
C 2.06045 3.39645 2.72141
C -0.98517 6.57887 0.62763
H -0.50832 8.36636 -0.44079
H 2.87289 1.51247 5.41090
H 0.72920 2.38659 -2.59148
As 0.53909 2.70976 0.25471
C -0.28382 7.31968 -0.31126
N -0.91130 -0.59165 -1.40977
H -3.10489 -0.88107 -3.93477
C -0.33086 -1.78524 -1.46533
C 1.81165 -5.10514 1.70406
C 2.69301 1.69014 -3.14803
O -2.03576 1.59347 -0.99735
C 2.62154 3.05428 3.94427
C 0.26974 4.62617 0.00501
C 1.73232 2.12654 -2.25605
C -2.24659 -3.59723 -4.33998
H -0.25796 -3.72278 -2.37534
C 3.31486 1.92579 -0.44664
H 5.27462 1.26547 -1.00126
C 1.67571 0.84483 3.78136
C -0.30848 -3.36796 2.60307
C 1.10618 1.19394 2.56873
C 1.30645 2.46521 2.02296
H -1.27656 4.62142 1.48762
C -1.75064 -6.76424 3.37707
C 0.55414 -5.69033 2.25924
C -1.72226 -2.43193 -3.27768
O -2.56286 -4.55846 -3.68799
C 0.38613 -7.06833 2.32554
H -1.74128 7.05059 1.23385
H -0.38065 -2.86908 3.56822
C -0.44642 -4.85006 2.73691
C 0.97163 5.37008 -0.94049
O -3.44060 1.46926 -2.73968
C -0.72131 -2.75116 -2.38205
C -1.59279 -5.39249 3.30505
```

Output
- Kohn-Sham gap (alpha / beta) (eV) = 5.561 / 4.127
- relative energy (zero: lowest compared OMol25 entry of this formula, charge and spin) (kcal/mol) = 29.4
- E_tot (Ha) = -5680.8584
- total charge = +1
- HOMO energy (alpha / beta) (Eh) = -0.37863 / -0.37850
- ⟨S²⟩ = 0.772
- spin multiplicity = 2
- LUMO energy (alpha / beta) (hartree) = -0.174 / -0.227

These are the Mulliken partial charges, in e, on atoms 1 to 5: atom 1 (C): -0.50, atom 2 (H): 0.41, atom 3 (H): 0.47, atom 4 (H): 0.41, atom 5 (C): -0.68

***

Q: Which formula does entry 2 have?
A: C33H25AsMnNO4STe